Here is a molecular structure, C36H95AsB2F6N5NaO2 from the OMol25 dataset. Energies are from ωB97M-V with the def2-TZVPD basis set.

Charge   -2
Orbital gap   6.30 eV
E_HOMO   -0.1003 Eh
E   -133332.2744 eV

```
148
Properties=species:S:1:pos:R:3:forces:R:3
Na 3.43892 -2.94270 -0.42348 0.045 0.189 -0.769
B 2.26330 -3.60639 -2.60168 -0.245 0.113 -0.017
H 1.60529 -2.71880 -2.23867 -0.994 1.009 0.568
H 2.10196 -4.52599 -1.89574 -0.288 -1.410 0.875
H 2.04537 -3.80881 -3.72277 -0.418 -0.639 -1.323
H 3.33607 -3.22634 -2.54589 1.656 0.154 -0.016
B 5.25230 -1.58176 -1.82843 0.665 0.248 0.276
H 5.86609 -1.21089 -0.90789 0.798 0.672 1.183
H 4.13538 -1.42549 -1.70281 -1.735 0.921 0.117
H 5.64323 -1.15844 -2.83602 0.501 0.727 -1.218
H 5.37254 -2.71670 -1.85080 0.480 -2.297 -0.102
As 1.13246 0.32890 -0.20878 -0.679 0.942 -1.861
F 2.38519 -0.90369 -0.15073 -0.794 0.528 0.612
F 0.49588 -0.16245 1.34855 0.248 -0.129 -0.229
F -0.16715 1.53581 -0.34366 0.480 0.021 0.418
F 1.77797 0.88411 -1.73947 -0.300 -0.275 0.718
F -0.01253 -0.71115 -1.04911 0.734 -0.180 0.624
F 2.12994 1.52748 0.59971 -0.147 -0.564 0.069
C 6.25806 -3.58720 1.01025 -0.612 -0.243 -1.275
C 5.33615 -4.70756 1.53196 1.597 0.908 1.724
N 3.96618 -4.26403 1.64693 -0.806 0.482 -0.812
C 3.07577 -5.40678 1.85521 0.562 -1.232 -1.062
C 2.93627 -6.29405 0.60971 -0.650 -0.466 -0.769
C 3.74395 -3.20470 2.65891 -0.513 -1.097 0.194
C 2.33576 -2.60372 2.51079 0.181 -0.701 -0.125
H 6.09092 -3.56978 -0.07076 0.449 0.102 -0.093
H 7.32602 -3.69867 1.19006 -0.071 -0.357 0.163
H 6.00197 -2.56114 1.26728 -0.149 -0.124 0.529
H 5.48621 -5.61722 0.95227 -0.545 0.189 -0.376
H 5.68385 -4.99857 2.54745 -0.051 -0.073 0.078
H 3.54413 -6.09541 2.57382 -0.429 0.356 0.814
H 2.04135 -5.16461 2.08390 0.293 0.575 0.644
H 3.65664 -7.10892 0.50925 0.488 0.456 -0.015
H 1.99582 -6.85923 0.61115 -0.150 0.226 0.427
H 2.84449 -5.72661 -0.32165 0.396 0.047 0.051
H 4.48432 -2.41159 2.65689 0.240 -0.170 -0.500
H 3.84805 -3.68857 3.64240 -0.023 0.095 0.206
H 2.40170 -1.55689 2.23362 -0.387 0.150 0.491
H 1.74147 -2.86517 3.38695 0.017 0.759 0.161
H 1.76829 -3.08366 1.70976 0.237 0.028 -0.251
C -1.96112 -2.95542 -4.48810 -0.103 -0.274 0.034
C -0.52503 -2.49774 -4.20374 -1.168 0.992 0.187
N -0.13217 -1.30064 -4.99594 0.286 -1.070 -0.377
C -1.04288 -0.19666 -4.75396 0.371 -0.115 -0.898
C -0.54418 1.14200 -5.28251 0.456 0.583 1.014
C -0.02478 -1.64631 -6.40339 0.220 -0.423 -0.623
C 0.91167 -2.82862 -6.73345 -0.515 0.570 -0.395
H -2.06819 -3.50634 -5.42674 0.093 0.003 -0.042
H -2.65389 -2.11706 -4.52776 -0.157 -0.035 0.128
H -2.26831 -3.63100 -3.68478 -0.095 0.016 -0.054
H -0.49238 -2.14237 -3.17319 0.258 -0.307 0.084
H 0.10632 -3.37255 -4.29136 0.623 0.504 -0.041
H -2.00153 -0.30590 -5.29259 -0.166 -0.421 0.019
H -1.29293 -0.19491 -3.69275 0.264 0.346 0.085
H 0.34325 1.55312 -4.79147 -0.034 -0.407 0.410
H -0.25008 1.15197 -6.33139 -0.633 -0.164 -0.176
H -1.35871 1.83300 -5.04445 0.086 0.313 -0.582
H 0.34126 -0.83861 -7.04362 0.005 0.426 0.511
H -1.01389 -1.87837 -6.83584 -0.239 -0.087 0.055
H 0.86421 -2.96677 -7.81947 -0.058 -0.026 -0.031
H 0.56990 -3.75908 -6.28802 0.351 -0.022 0.213
H 1.94828 -2.58366 -6.51336 -0.033 -0.256 0.479
C -4.09228 0.37368 4.92364 1.571 0.678 -0.481
C -3.32131 -0.94859 5.11841 -1.101 0.239 0.445
N -2.82349 -1.62110 3.94562 0.597 -0.933 -0.845
C -1.61844 -1.02458 3.32557 -0.250 0.020 0.802
C -0.41138 -1.06438 4.26825 -0.771 -0.075 -0.809
C -3.81578 -1.88279 2.91670 -0.829 0.688 -0.375
C -5.03107 -2.72293 3.36068 1.245 1.504 0.282
H -3.43598 1.05122 4.36142 -0.268 -0.029 -0.333
H -4.18197 0.92124 5.86346 -0.530 -0.374 0.177
H -5.02757 0.27207 4.37891 -0.118 0.003 0.210
H -2.49700 -0.78111 5.80721 0.020 -0.014 -0.013
H -4.03959 -1.58450 5.64826 0.346 -0.410 -0.014
H -1.36114 -1.60797 2.44345 -0.182 0.074 -0.104
H -1.83995 0.00013 3.00364 0.204 0.079 -0.172
H -0.21758 -2.11974 4.46105 0.175 0.089 0.356
H 0.42916 -0.63099 3.73019 0.108 0.090 0.282
H -0.65370 -0.52330 5.17953 0.446 0.006 0.137
H -3.39663 -2.30686 2.00162 0.552 -0.338 0.407
H -4.19376 -0.91860 2.53090 -0.225 0.074 0.049
H -5.72363 -2.72256 2.52360 -0.123 -0.623 0.075
H -5.47278 -2.14184 4.17301 -0.388 -0.433 0.102
H -4.65283 -3.67119 3.73491 -0.493 -0.291 -0.185
C -1.09092 6.28742 5.36368 -1.846 0.539 -0.300
C -0.40461 6.66714 4.03478 0.779 -0.531 1.769
N -0.66649 5.69721 3.00554 -0.270 -0.434 -0.451
C 0.11270 4.47165 3.17614 -0.247 -0.584 0.773
C -0.65711 3.19595 2.82233 0.279 0.449 -0.499
C -0.56349 6.18118 1.63781 0.167 0.189 -0.422
C -1.73683 7.07043 1.19453 0.282 -0.851 0.121
H -1.08763 7.07478 6.12318 0.465 0.198 -0.194
H -0.81080 5.37312 5.88324 0.396 -0.136 -0.461
H -2.15352 6.19868 5.10196 -0.017 -0.298 0.235
H -0.72171 7.67185 3.76224 -0.003 -0.056 -0.200
H 0.65033 6.69072 4.36135 0.350 0.356 -0.849
H 1.10253 4.52246 2.70711 -0.071 0.073 -0.356
H 0.32149 4.34128 4.24102 0.109 0.325 0.066
H -1.50993 3.14327 3.49951 -0.041 -0.267 -0.054
H -1.00882 3.17524 1.78939 -0.048 0.084 0.012
H 0.00270 2.33258 2.91419 -0.111 -0.084 0.174
H -0.59659 5.33865 0.94431 0.105 -0.295 0.313
H 0.43712 6.60429 1.46663 -0.041 0.478 -0.022
H -1.56911 7.50878 0.21071 0.228 0.269 0.140
H -2.00373 7.81531 1.94171 -0.080 0.127 -0.154
H -2.55133 6.36030 1.04240 -0.366 0.325 0.300
C -5.37714 2.35135 -4.03103 -0.798 0.539 -0.746
C -5.29778 3.72322 -3.34079 0.761 -1.360 -0.997
N -3.93923 4.25501 -3.53713 -0.760 1.088 0.842
C -3.94567 5.70299 -3.25846 0.944 -0.584 0.485
C -4.28597 6.10431 -1.81897 -1.364 -0.235 0.050
C -2.91057 3.54242 -2.77541 0.273 -1.335 -0.093
C -1.52151 4.13923 -2.69650 1.032 0.257 0.057
H -4.77392 1.60938 -3.51705 -0.100 -0.170 -0.144
H -5.10038 2.44901 -5.08412 0.708 0.015 0.180
H -6.41520 2.02812 -4.16733 -0.024 -0.217 0.766
H -5.99208 4.40422 -3.83243 -0.053 0.113 0.095
H -5.61673 3.55872 -2.30559 0.200 0.387 0.260
H -2.90615 5.98030 -3.43743 -0.258 0.613 -0.363
H -4.62199 6.18300 -3.96565 0.103 0.064 -0.059
H -4.65662 7.13035 -1.74499 0.755 0.276 -0.042
H -5.18940 5.58444 -1.47834 0.147 -0.363 -0.070
H -3.51611 5.86767 -1.08841 0.177 0.255 -0.112
H -2.74859 2.57850 -3.26897 -0.157 0.012 -0.119
H -3.22297 3.21451 -1.77319 -0.290 0.519 0.204
H -0.98429 4.14755 -3.64888 -0.443 0.306 -0.254
H -0.84175 3.52190 -2.10174 -0.487 -0.358 0.223
H -1.42811 5.12543 -2.23399 -0.301 0.090 -0.126
C -0.83858 -3.88724 -0.18643 0.369 0.973 -0.503
C -1.18002 -5.20728 0.40756 -1.612 0.209 -0.107
O -1.43929 -6.19134 -0.25256 0.422 -0.026 0.135
C -1.41688 -5.19871 1.90408 0.200 -0.614 0.067
H -1.25450 -3.00477 0.30930 -0.153 -0.338 0.509
H -1.14359 -3.75748 -1.22355 0.300 -0.524 -0.125
H 0.24129 -3.71901 -0.13174 0.103 -0.110 -0.270
H -1.00168 -4.28988 2.33442 0.043 -0.224 0.420
H -1.05809 -6.14055 2.32806 0.504 0.284 0.141
H -2.48404 -5.27301 2.12848 -0.121 0.455 -0.345
C 5.12204 0.74481 1.82394 -0.024 -0.384 0.096
C 6.36449 0.81945 0.96725 0.349 -1.101 -0.784
O 7.39299 0.28540 1.33164 0.079 0.307 0.376
C 6.24936 1.41586 -0.41273 -1.356 0.433 0.040
H 5.38745 0.45746 2.84301 0.154 0.656 0.134
H 4.52325 -0.11760 1.52027 -0.015 0.090 -0.673
H 4.47395 1.61295 1.71972 0.012 0.020 0.242
H 6.98351 1.11174 -1.15033 0.451 0.054 0.461
H 6.13573 2.50125 -0.30337 0.354 0.084 -0.113
H 5.29483 1.10801 -0.85504 -0.017 -0.141 0.195
```
Positions in Å, forces in eV/Å.